15
Properties=species:S:1:pos:R:3 method="wB97M-V/def2-TZVPD" de_lowest_kcal_mol=46.5 total_energy_ev=-18185.9042 orbital_gap_ha=0.24585 charge=-1 fmax_ev_per_a=6.6
C 1.18 -0.98 0.65
O 0.85 -0.28 1.80
H 2.02 -1.61 0.93
H 0.89 1.59 -1.53
H -0.29 1.58 -0.17
S -0.95 0.04 -1.85
C 1.44 -0.04 -0.60
H -1.53 0.00 2.98
H -1.70 -0.46 -0.90
C 0.25 0.92 -0.77
H 2.46 0.38 -0.54
H -0.51 0.05 2.06
O -1.51 0.41 2.19
H 0.37 -1.72 0.52
H 1.62 -0.87 -1.41

=====

15
Properties=species:S:1:pos:R:3 method="wB97M-V/def2-TZVPD" de_lowest_kcal_mol=21.9 total_energy_ev=-9398.7773 orbital_gap_ha=0.21372 charge=-1 fmax_ev_per_a=1.3
H 0.96 -0.39 -1.03
H 0.65 -1.80 0.72
H -1.85 0.33 -1.56
C 0.84 -0.97 1.46
C 0.06 0.24 0.79
H -0.99 -0.11 0.75
O -0.16 1.29 -1.46
O 0.51 -1.22 2.72
H 0.07 1.06 1.51
H -2.20 -0.94 -0.86
H 0.33 2.02 -1.83
O -2.43 -0.44 -1.65
H 1.93 -0.66 1.32
H 1.59 1.07 -0.37
C 0.67 0.53 -0.54